a) 31
Properties=species:S:1:pos:R:3:lowdin_charge:R:1 method="wB97M-V/def2-TZVPD" orbital_gap_ev="8.39 / 8.39" spin_multiplicity=1 molar_mass_g_mol=158.3 charge=+1 e_homo_ev="-11.43 / -11.43" lumo_ev="-3.04 / -3.04"
C 1.477 0.786 -0.961 -0.18
C 0.617 1.941 -0.376 -0.08
C 1.584 -0.440 -0.044 -0.30
C -1.175 0.392 0.043 -0.26
C 1.106 2.532 0.860 -0.13
C 2.375 -1.425 -0.989 -0.02
C -3.376 -0.224 -1.016 -0.10
C -0.121 -1.768 1.297 -0.03
N -1.719 0.633 1.212 0.11
N -1.976 0.013 -1.030 -0.08
N 0.188 -0.961 0.111 -0.09
H 0.963 0.391 -1.778 0.07
H 2.485 1.218 -1.268 0.16
H -0.164 2.577 -0.954 0.15
H 2.014 -0.346 0.948 0.15
H 0.405 3.188 1.361 0.08
H 1.987 3.208 0.794 0.11
H 1.332 1.921 1.728 0.08
H 2.203 -2.475 -0.846 0.08
H 3.348 -1.369 -0.772 0.03
H 2.148 -1.122 -2.136 0.15
H -3.627 -0.568 0.057 0.10
H -4.017 0.635 -1.445 0.12
H -3.580 -1.080 -1.685 0.09
H 0.683 -2.417 1.545 0.09
H -0.227 -1.077 2.059 0.06
H -0.953 -2.402 1.173 0.09
H -2.635 0.224 1.521 0.13
H -1.222 1.266 1.858 0.12
H -1.487 0.005 -1.975 0.17
H -0.031 -1.470 -0.785 0.16

---

b) 31
Properties=species:S:1:pos:R:3:lowdin_charge:R:1 method="wB97M-V/def2-TZVPD" orbital_gap_ev=8.08 spin_multiplicity=1 molar_mass_g_mol=158.3 charge=+1 e_homo_ev=-10.71 lumo_ev=-2.63
C -2.334 0.607 1.385 -0.15
C -1.773 1.617 0.417 -0.16
C -2.744 -0.549 0.531 -0.12
C -1.321 0.804 -0.712 -0.11
C -1.899 -1.373 -1.721 0.01
C 3.327 1.358 -0.660 -0.08
C 2.113 -1.725 1.113 0.00
C 1.026 0.548 0.066 -0.17
N -1.955 -0.331 -0.692 -0.18
N 1.930 0.983 -0.866 -0.13
N 1.068 -1.080 0.244 -0.01
H -1.593 0.400 2.102 0.10
H -3.276 0.981 1.941 0.16
H -2.591 2.469 0.052 0.20
H -1.002 2.135 0.823 0.07
H -2.593 -1.595 0.846 0.14
H -3.732 -0.450 0.320 0.10
H -0.901 1.179 -1.724 0.17
H -1.488 -2.332 -1.302 0.11
H -2.905 -1.450 -1.973 0.07
H -1.310 -0.919 -2.558 0.11
H 3.424 1.666 0.368 0.08
H 4.012 0.534 -0.849 0.07
H 3.514 2.250 -1.294 0.10
H 2.918 -1.120 0.645 0.09
H 1.968 -1.657 2.112 0.06
H 2.379 -2.763 0.771 0.11
H 1.260 0.946 1.004 0.08
H 1.594 1.000 -1.747 0.05
H 0.885 -1.523 -0.621 0.12
H 0.221 -1.185 0.804 0.12

---

Computed relative energies in units of eV: a) 0.000; b) 0.147

---

a) 11
Properties=species:S:1:pos:R:3:lowdin_charge:R:1 method="wB97M-V/def2-TZVPD" orbital_gap_ev=11.10 smiles="O=CC1(F)CC1" spin_multiplicity=1 molar_mass_g_mol=88.1 e_homo_ev=-10.21 lumo_ev=0.89
O -3.191 -0.632 -0.010 0.13
C -2.035 -0.745 -0.046 -0.26
C -1.095 0.337 -0.010 -0.41
F -1.767 1.547 0.091 0.02
C 0.260 0.401 -0.786 -0.05
C 0.252 0.502 0.721 -0.08
H -1.512 -1.797 -0.144 0.16
H 0.638 1.193 -1.476 0.12
H 0.723 -0.672 -1.080 0.15
H 0.499 -0.206 1.518 0.11
H 0.312 1.574 1.114 0.13

---

b) 11
Properties=species:S:1:pos:R:3:lowdin_charge:R:1 method="wB97M-V/def2-TZVPD" orbital_gap_ev=11.08 smiles=C#C[C@@H](O)CF spin_multiplicity=1 molar_mass_g_mol=88.1 e_homo_ev=-10.26 lumo_ev=0.82
C 1.648 1.634 -0.533 0.14
C 1.152 0.592 -0.116 -0.05
C 0.179 -0.440 0.199 -0.47
O 0.266 -0.610 1.538 0.01
C -1.204 -0.149 -0.294 -0.14
F -1.899 -1.368 -0.281 -0.05
H 2.360 2.318 -0.959 0.03
H 0.385 -1.349 -0.285 0.14
H -0.084 -1.504 1.732 0.13
H -0.957 0.387 -1.279 0.15
H -1.846 0.490 0.279 0.12

---

c) 11
Properties=species:S:1:pos:R:3:lowdin_charge:R:1 method="wB97M-V/def2-TZVPD" orbital_gap_ev=10.82 smiles=CC#C[C@H](O)F spin_multiplicity=1 molar_mass_g_mol=88.1 e_homo_ev=-9.90 lumo_ev=0.92
C -2.405 -0.201 -0.068 -0.09
C -0.962 -0.233 -0.001 -0.14
C 0.193 -0.140 0.163 0.10
C 1.880 0.145 0.378 -0.39
O 2.312 0.981 -0.618 0.03
F 2.348 -1.093 0.234 0.03
H -2.609 0.708 -0.507 0.05
H -3.034 -0.979 -0.592 0.11
H -2.659 -0.228 0.897 0.03
H 2.099 0.431 1.441 0.15
H 2.837 0.608 -1.326 0.11

---

d) 11
Properties=species:S:1:pos:R:3:lowdin_charge:R:1 method="wB97M-V/def2-TZVPD" orbital_gap_ev=9.84 smiles="C=C(F)C(C)=O" spin_multiplicity=1 molar_mass_g_mol=88.1 e_homo_ev=-10.12 lumo_ev=-0.28
C -1.504 0.897 -0.154 0.12
C -1.056 -0.397 -0.148 -0.20
F -1.799 -1.625 0.046 -0.01
C 0.273 -0.870 -0.090 -0.50
C 1.517 0.173 -0.016 -0.03
O 0.503 -2.000 -0.101 0.15
H -0.735 1.567 0.177 0.05
H -2.527 1.353 0.091 0.11
H 1.586 0.591 1.136 0.12
H 1.414 1.052 -0.688 0.05
H 2.328 -0.742 -0.253 0.14

---

Computed relative energies in units of eV: a) 0.000; b) 0.704; c) 1.012; d) 0.653

---

a) 8
Properties=species:S:1:pos:R:3:lowdin_charge:R:1 method="wB97M-V/def2-TZVPD" orbital_gap_ev=9.81 smiles="NSSC=O" spin_multiplicity=1 molar_mass_g_mol=109.2 e_homo_ev=-9.51 lumo_ev=0.30
N 1.780 0.425 -0.555 -0.47
S 0.598 0.908 0.521 0.45
S -1.232 0.665 -0.455 0.59
C -1.868 -0.718 0.358 -0.77
O -2.856 -1.312 0.049 -0.04
H 2.253 1.289 -1.056 0.08
H 2.556 -0.185 -0.202 0.05
H -1.233 -1.072 1.340 0.11

---

b) 8
Properties=species:S:1:pos:R:3:lowdin_charge:R:1 method="wB97M-V/def2-TZVPD" orbital_gap_ev=9.65 spin_multiplicity=1 molar_mass_g_mol=109.2 e_homo_ev=-9.62 lumo_ev=0.03
C 0.317 -0.547 0.372 -0.59
N 0.879 0.796 -0.033 -0.33
O 3.203 0.831 0.678 -0.53
S 1.752 -1.573 -0.024 0.61
S 2.445 0.369 -0.476 0.61
H 0.001 -0.616 1.462 0.09
H -0.558 -0.791 -0.146 0.04
H 0.149 1.281 -0.536 0.09

---

Computed relative energies in units of eV: a) 0.000; b) 0.917

---

a) 8
Properties=species:S:1:pos:R:3:lowdin_charge:R:1 method="wB97M-V/def2-TZVPD" orbital_gap_ev=8.38 smiles="C=N[S@@H](=O)=S" spin_multiplicity=1 molar_mass_g_mol=109.2 e_homo_ev=-9.25 lumo_ev=-0.87
C -0.366 -0.418 -1.009 -0.01
N 0.202 -0.515 0.221 -0.23
S 1.908 -0.457 0.259 0.25
O 2.721 -1.215 -0.695 -0.46
S 2.337 1.417 0.207 0.22
H -1.349 -0.047 -0.886 0.06
H 0.145 -0.444 -1.965 0.08
H 2.070 -0.780 1.687 0.08

---

b) 8
Properties=species:S:1:pos:R:3:lowdin_charge:R:1 method="wB97M-V/def2-TZVPD" orbital_gap_ev="8.82 / 6.65" spin_multiplicity=1 molar_mass_g_mol=109.2 e_homo_ev="-9.86 / -9.46" lumo_ev="-1.04 / -2.81"
C 0.035 0.355 1.021 0.21
N 0.543 0.351 -0.912 -0.21
O -0.521 -1.988 -1.129 -0.44
S -2.260 0.220 -1.866 0.28
S -0.477 -0.628 -1.595 0.11
H 0.725 0.955 1.557 0.00
H -0.679 -0.406 1.235 0.00
H 0.127 -0.634 -2.853 0.05

---

Computed relative energies in units of eV: a) 0.000; b) 4.075